Entry 1:
{
  "formula": "C21H35BrF7N3O6RuS2Si",
  "method": "wB97M-V/def2-TZVPD",
  "lumo_energy_ev": [-4.706, -4.880],
  "fmax_ev_per_a": 3.26,
  "e_tot_ha": -5890.5222,
  "total_charge": 1,
  "homo_energy_ev": [-12.39, -12.39],
  "s_squared": 0.76,
  "orbital_gap_ha": [0.2823, 0.2759],
  "relative_energy_kcal_mol": 17.2,
  "multiplicity": 2,
  "symbols": ["Ru", "F", "C", "F", "F", "S", "O", "O", "N", "S", "O", "O", "C", "F", "F", "F", "C", "C", "C", "C", "Si", "Br", "C", "C", "C", "C", "C", "C", "C", "C", "H", "H", "H", "H", "H", "H", "H", "H", "H", "H", "H", "H", "H", "H", "H", "H", "H", "H", "H", "H", "H", "H", "H", "H", "H", "H", "H", "O", "C", "N", "C", "O", "C", "C", "C", "C", "N", "C", "H", "H", "H", "H", "H", "H", "H", "H", "F"],
  "xyz": [[-0.4096, -1.1552, 0.4131], [3.8015, -4.4004, 0.1341], [3.1040, -4.0609, 1.2047], [1.9056, -4.6381, 1.1610], [3.7362, -4.4284, 2.3011], [2.8897, -2.2240, 1.1983], [1.7586, -1.9967, 0.2800], [4.1384, -1.6531, 0.8508], [2.4350, -1.9278, 2.6978], [0.9494, -1.5013, 2.7984], [0.6642, -0.1908, 2.1766], [-0.0329, -2.4842, 2.3221], [0.7190, -1.2811, 4.6300], [1.0802, -0.0514, 4.9436], [-0.5658, -1.4597, 4.8743], [1.4446, -2.1600, 5.2837], [-2.0445, 3.0246, -2.5929], [-0.5457, 3.3666, -2.5361], [0.1018, 2.6594, -3.7420], [-0.3518, 4.8854, -2.7215], [0.1922, 2.9095, -0.8460], [0.3357, 0.4437, -1.2587], [2.0324, 3.2444, -0.5796], [2.8418, 3.0076, -1.8644], [2.6510, 2.3615, 0.5209], [2.1700, 4.7258, -0.1721], [-0.9465, 3.1754, 0.6483], [-0.2128, 3.0459, 1.9920], [-2.1266, 2.1948, 0.6926], [-1.4882, 4.6183, 0.5591], [-2.4155, 3.2692, -3.5925], [-2.6422, 3.5911, -1.8821], [-2.2261, 1.9593, -2.4338], [-0.4078, 3.0051, -4.6459], [-0.0143, 1.5769, -3.7056], [1.1581, 2.8869, -3.8589], [-0.8613, 5.1902, -3.6402], [0.7011, 5.1495, -2.8328], [-0.7683, 5.4776, -1.9058], [2.7062, 2.0024, -2.2690], [3.9036, 3.1231, -1.6307], [2.6021, 3.7333, -2.6414], [2.5151, 1.2961, 0.3284], [2.2653, 2.5823, 1.5117], [3.7284, 2.5491, 0.5417], [1.7897, 5.4089, -0.9329], [3.2312, 4.9510, -0.0319], [1.6643, 4.9499, 0.7680], [0.2167, 2.0570, 2.1409], [-0.9426, 3.2119, 2.7904], [0.5713, 3.7918, 2.1153], [-1.7934, 1.1732, 0.8629], [-2.7449, 2.2010, -0.2016], [-2.7649, 2.4588, 1.5411], [-0.6872, 5.3623, 0.5547], [-2.1021, 4.8050, 1.4445], [-2.1138, 4.7906, -0.3144], [-4.1120, -6.3333, 2.6358], [-3.6319, -6.9119, 1.4462], [-2.7810, -5.8803, 0.8842], [-2.1086, -6.0988, -0.2577], [-2.1601, -7.1476, -0.8724], [-1.2536, -4.9702, -0.7798], [-0.2496, -5.2850, -1.6861], [0.5322, -4.2749, -2.2072], [0.3112, -2.9778, -1.7935], [-0.6636, -2.6577, -0.9274], [-1.4442, -3.6506, -0.4386], [-4.7448, -6.9300, 3.0460], [-4.4306, -7.1511, 0.7402], [-3.0485, -7.8182, 1.6260], [-2.6315, -5.0711, 1.4635], [-0.1118, -6.3208, -1.9691], [1.3133, -4.4771, -2.9258], [0.8972, -2.1558, -2.1777], [-2.2549, -3.3311, 0.1997], [-2.2227, -1.1597, 0.5442]],
  "forces_ev_per_angstrom": [[3.0477, -0.9816, 0.6104], [-0.0265, -0.0571, -0.0477], [-0.0919, -0.0068, -0.0226], [0.0397, -0.0075, 0.0187], [0.0561, -0.0222, -0.0249], [-0.0254, 0.1834, -0.1916], [-0.0519, 0.2990, -0.1594], [-0.0473, -0.0429, 0.1435], [-0.0264, 0.0336, -0.0830], [-0.1749, 0.0439, 0.2770], [-0.5929, 0.0728, -0.1983], [-0.4484, 0.1543, -0.1149], [0.0315, 0.0037, -0.0157], [0.0262, -0.0284, 0.0246], [-0.0003, 0.0443, 0.0489], [-0.0496, -0.0277, 0.0209], [0.0095, 0.0613, -0.0590], [-0.0316, -0.0776, -0.1011], [0.0461, 0.0675, 0.0195], [-0.0313, 0.0198, -0.0631], [-0.0489, -0.3162, -0.0404], [-0.4207, 0.2877, -0.3271], [0.0940, -0.0633, 0.0327], [0.0172, 0.0973, 0.0173], [0.0476, 0.0543, -0.0240], [0.0802, 0.0041, 0.0281], [-0.0416, -0.0119, 0.0876], [-0.0171, 0.0268, 0.0157], [-0.0292, 0.0702, 0.0074], [0.0259, 0.0240, 0.0224], [0.0078, 0.0101, 0.0239], [-0.0069, -0.0176, 0.0177], [0.0053, 0.0142, 0.0091], [0.0160, 0.0081, 0.0173], [-0.0379, 0.0060, -0.0126], [-0.0093, -0.0055, 0.0018], [0.0076, 0.0078, 0.0146], [-0.0188, -0.0135, -0.0164], [0.0086, 0.0006, -0.0305], [0.0100, 0.0098, 0.0096], [-0.0142, 0.0114, -0.0104], [-0.0063, -0.0210, -0.0034], [0.0230, 0.0129, -0.0074], [-0.0227, -0.0107, 0.0076], [-0.0221, 0.0097, 0.0063], [0.0173, -0.0065, 0.0029], [-0.0153, 0.0121, -0.0011], [0.0314, -0.0039, -0.0165], [-0.0098, 0.0302, -0.0076], [0.0138, 0.0014, -0.0106], [-0.0062, -0.0168, 0.0107], [-0.0021, -0.0273, 0.0146], [0.0120, -0.0042, -0.0130], [-0.0022, 0.0223, -0.0311], [-0.0246, -0.0137, 0.0163], [0.0117, 0.0142, -0.0078], [-0.0257, -0.0192, 0.0213], [-0.0391, -0.0840, -0.0241], [0.0393, 0.0970, 0.0387], [-0.0580, -0.0450, -0.0577], [0.0567, -0.0284, -0.0497], [-0.0193, 0.0328, 0.0179], [-0.1368, 0.0195, -0.0197], [0.0737, -0.1225, -0.0386], [-0.0231, 0.0420, -0.1104], [-0.2886, 0.3665, -0.2502], [0.0888, -0.8236, 0.2816], [-0.0300, 0.1587, -0.2903], [0.0020, 0.0061, 0.0176], [-0.0359, 0.0358, -0.0093], [0.0398, -0.0109, 0.0452], [0.0120, 0.0038, 0.0183], [-0.0183, 0.0099, 0.0055], [0.0063, 0.0114, 0.0153], [0.1085, -0.0324, 0.1017], [0.0620, 0.0243, 0.1417], [-1.1463, 0.4233, 0.2593]]
}

---

Entry 2:
{
  "formula": "C19H35N3O3PRhS",
  "method": "wB97M-V/def2-TZVPD",
  "lumo_energy_ev": [2.757, 2.756],
  "fmax_ev_per_a": 0.07,
  "e_tot_ha": -1985.0964,
  "total_charge": -1,
  "homo_energy_ev": [-3.61, -3.54],
  "s_squared": 0.75,
  "orbital_gap_ha": [0.2339, 0.2315],
  "relative_energy_kcal_mol": 0.0,
  "multiplicity": 2,
  "symbols": ["Rh", "O", "N", "C", "C", "C", "C", "C", "S", "H", "H", "H", "H", "N", "C", "C", "O", "O", "H", "H", "H", "H", "C", "C", "C", "C", "P", "N", "C", "C", "C", "C", "C", "C", "C", "C", "H", "H", "H", "H", "H", "H", "H", "H", "H", "H", "H", "H", "H", "H", "H", "H", "H", "H", "H", "H", "H", "H", "H", "H", "H", "H", "H"],
  "xyz": [[-0.7915, -1.8373, -0.8864], [-1.1254, -3.5847, -1.9839], [-0.6269, -3.5937, -3.2112], [-0.6764, -4.7746, -3.8690], [-0.2353, -4.9043, -5.1546], [0.2831, -3.7719, -5.7961], [0.3375, -2.5873, -5.1144], [-0.1122, -2.4680, -3.7818], [-0.0249, -1.0062, -2.9008], [-1.0898, -5.5753, -3.2755], [-0.2887, -5.8674, -5.6402], [0.6442, -3.8329, -6.8145], [0.7394, -1.6923, -5.5682], [-1.6308, -2.8038, 0.8161], [-0.6060, -3.1187, 1.8285], [0.7925, -3.3831, 1.2269], [1.5965, -3.9399, 1.9841], [0.9793, -2.9856, 0.0435], [-2.3630, -2.2244, 1.2087], [-2.0495, -3.6522, 0.4503], [-0.8886, -3.9723, 2.4474], [-0.5063, -2.2517, 2.4799], [-0.5313, 4.0515, 0.4389], [-1.1588, 2.6691, 0.2390], [-1.5736, 2.5028, -1.2313], [-2.4663, 2.6177, 1.0417], [-0.1124, 1.1359, 0.7040], [-0.7936, -0.1168, 0.1663], [1.6660, 1.4578, 0.0930], [2.5081, 2.4697, 0.8773], [1.6089, 1.9383, -1.3647], [2.3999, 0.1060, 0.0642], [-0.0289, 1.0952, 2.6211], [1.0942, 0.1210, 3.0098], [0.1961, 2.4153, 3.3647], [-1.3364, 0.4642, 3.1287], [-1.2777, 4.8163, 0.1931], [0.3250, 4.2192, -0.2125], [-0.2134, 4.2256, 1.4669], [-2.3796, 3.2111, -1.4539], [-1.9309, 1.4865, -1.4023], [-0.7621, 2.6996, -1.9273], [-3.1718, 3.3350, 0.6088], [-2.3282, 2.8914, 2.0867], [-2.9108, 1.6232, 0.9890], [2.0417, 3.4537, 0.9394], [3.4671, 2.5933, 0.3610], [2.7327, 2.1329, 1.8878], [1.2602, 2.9660, -1.4581], [0.9807, 1.2958, -1.9777], [2.6219, 1.8989, -1.7781], [2.7012, -0.2349, 1.0515], [3.3105, 0.2187, -0.5343], [1.7919, -0.6803, -0.3817], [2.0840, 0.5566, 2.8878], [1.0560, -0.7985, 2.4256], [0.9859, -0.1445, 4.0664], [1.1014, 2.9321, 3.0485], [0.2980, 2.2028, 4.4355], [-0.6436, 3.1012, 3.2532], [-1.6397, -0.3425, 2.4606], [-2.1535, 1.1802, 3.1891], [-1.1757, 0.0605, 4.1336]],
  "forces_ev_per_angstrom": [[-0.0343, 0.0311, 0.0577], [0.0074, 0.0086, -0.0176], [-0.0039, -0.0003, 0.0120], [0.0021, -0.0036, -0.0022], [0.0001, 0.0078, 0.0032], [-0.0007, -0.0089, -0.0060], [-0.0006, 0.0092, 0.0088], [0.0044, -0.0139, -0.0170], [0.0259, 0.0057, -0.0079], [0.0006, 0.0001, 0.0003], [0.0007, -0.0002, -0.0010], [0.0000, 0.0008, 0.0001], [-0.0002, -0.0007, -0.0012], [0.0121, -0.0145, -0.0131], [0.0125, 0.0290, 0.0038], [-0.0317, -0.0575, -0.0340], [0.0093, 0.0299, 0.0157], [0.0282, 0.0044, -0.0251], [0.0071, 0.0355, -0.0355], [-0.0106, -0.0064, 0.0353], [0.0057, -0.0048, -0.0069], [-0.0133, -0.0195, 0.0009], [0.0015, 0.0054, 0.0027], [0.0074, -0.0009, 0.0088], [0.0021, 0.0044, 0.0067], [-0.0001, -0.0002, -0.0033], [-0.0081, 0.0329, -0.0092], [-0.0108, -0.0455, 0.0456], [-0.0139, 0.0006, -0.0144], [0.0077, 0.0064, 0.0026], [0.0106, -0.0013, 0.0032], [0.0070, 0.0038, 0.0054], [0.0021, -0.0155, -0.0095], [0.0043, 0.0033, 0.0124], [-0.0030, 0.0012, 0.0112], [0.0018, 0.0037, 0.0015], [-0.0003, 0.0000, -0.0009], [-0.0020, 0.0006, 0.0010], [-0.0030, 0.0004, -0.0131], [0.0011, 0.0019, 0.0004], [-0.0002, -0.0012, -0.0015], [-0.0009, -0.0082, -0.0018], [-0.0013, -0.0002, -0.0016], [-0.0036, -0.0002, -0.0056], [0.0006, 0.0000, -0.0010], [0.0014, -0.0035, -0.0022], [-0.0007, -0.0006, -0.0019], [0.0033, 0.0122, -0.0120], [0.0007, -0.0029, -0.0019], [-0.0082, -0.0169, -0.0090], [0.0014, -0.0007, 0.0002], [-0.0064, -0.0102, -0.0154], [0.0042, 0.0079, 0.0034], [-0.0078, -0.0004, -0.0035], [-0.0095, -0.0146, 0.0078], [-0.0020, 0.0090, 0.0059], [-0.0019, 0.0007, 0.0028], [-0.0072, -0.0047, 0.0045], [-0.0005, -0.0002, 0.0013], [0.0054, -0.0054, 0.0041], [0.0058, 0.0112, 0.0078], [-0.0003, -0.0072, -0.0062], [0.0026, 0.0034, 0.0043]]
}

---

Entry 3:
{
  "formula": "C7H16N4S2",
  "method": "wB97M-V/def2-TZVPD",
  "lumo_energy_ev": 0.300,
  "fmax_ev_per_a": 8.32,
  "e_tot_ha": -1291.4652,
  "total_charge": 0,
  "homo_energy_ev": -8.61,
  "smiles": "[H]/N=C(/N)SCCCCCS/C(N)=N/[H]",
  "orbital_gap_ha": 0.3274,
  "relative_energy_kcal_mol": 172.7,
  "symbols": ["H", "N", "C", "N", "S", "C", "C", "C", "C", "C", "S", "C", "N", "N", "H", "H", "H", "H", "H", "H", "H", "H", "H", "H", "H", "H", "H", "H", "H"],
  "xyz": [[0.9218, 0.6007, 1.4757], [0.9673, 1.5925, 1.9398], [0.7495, 2.5060, 1.0737], [0.6070, 3.8932, 1.6528], [0.5006, 2.8118, -0.7996], [-0.9120, 1.5377, -0.6236], [-1.6421, 0.7492, -1.9225], [-0.3545, 0.0843, -2.6811], [0.6458, -0.7420, -1.9212], [0.0296, -1.9747, -0.9561], [0.6396, -3.2971, -0.0628], [0.2509, -2.6939, 1.6101], [0.7005, -3.3894, 2.6492], [-0.1265, -1.4522, 1.7332], [-0.1245, -1.3439, 2.8426], [0.3261, 4.9974, 1.2817], [0.8994, 4.2325, 2.6000], [-0.7162, 0.7931, 0.3061], [-1.7245, 2.1667, -0.0506], [-2.3085, 0.0211, -1.3771], [-2.1265, 1.5343, -2.4793], [-0.8564, -0.7861, -3.4144], [0.1543, 0.8988, -3.2756], [1.3450, -1.3442, -2.6885], [1.2069, -0.1373, -1.0338], [-0.7737, -1.3604, -0.3109], [-0.5644, -2.4491, -1.8300], [1.5505, -4.3345, 2.6962], [0.7350, -3.1143, 3.5660]],
  "forces_ev_per_angstrom": [[0.3432, 2.1291, 1.0317], [-0.6190, -1.5451, -3.1352], [0.1758, 4.6709, 1.7554], [-0.3068, 3.7923, -0.0226], [-0.9095, -2.8116, 2.1045], [-2.9115, -0.4856, 2.0602], [4.3294, 0.1607, 3.1542], [-3.5416, -1.7731, -1.8399], [3.4848, -1.8251, 3.6602], [-5.0204, 3.7630, -3.9855], [0.7697, -0.7223, 1.8410], [1.6297, 2.8086, -1.5437], [4.1332, -7.2101, -0.3764], [-0.5019, -1.2674, 3.1829], [-0.2432, 0.4604, -2.8390], [0.9068, -5.1355, -0.2360], [-0.0382, -2.1771, -0.8683], [0.2082, 1.2846, -2.7785], [1.1737, -0.9299, -1.4884], [0.5347, 0.7318, -1.1112], [-0.3271, -0.2834, -0.4918], [1.2353, 2.5486, 1.1676], [-0.5271, -1.1206, 0.5079], [-1.0911, 1.9588, 1.7952], [-0.5966, -0.9375, -2.7753], [1.7318, -1.8513, -1.2064], [0.3293, 0.2140, 1.6001], [-3.8038, 3.8566, -1.3125], [-0.5479, 1.6964, 2.1496]]
}

---

Entry 4:
{
  "formula": "C20H10Cl5NORu",
  "method": "wB97M-V/def2-TZVPD",
  "lumo_energy_ev": [-7.447, -10.331],
  "fmax_ev_per_a": 0.70,
  "e_tot_ha": -3293.2625,
  "total_charge": 2,
  "homo_energy_ev": [-15.26, -15.18],
  "s_squared": 6.05,
  "orbital_gap_ha": [0.2872, 0.1781],
  "relative_energy_kcal_mol": 0.0,
  "multiplicity": 5,
  "symbols": ["Ru", "Cl", "C", "C", "C", "Cl", "C", "Cl", "C", "Cl", "C", "Cl", "O", "C", "N", "C", "C", "C", "C", "C", "C", "C", "C", "C", "C", "C", "C", "C", "H", "H", "H", "H", "H", "H", "H", "H", "H", "H"],
  "xyz": [[-0.2394, -2.7837, -0.9740], [2.3364, -3.9365, 0.0930], [1.4315, -3.1157, 1.3103], [0.2106, -2.5839, 0.8911], [-0.6550, -1.9675, 1.8400], [-2.1943, -1.5134, 1.2734], [-0.2573, -1.7715, 3.1392], [-1.2623, -0.9874, 4.2574], [1.0205, -2.2560, 3.5320], [1.5481, -2.0400, 5.0944], [1.8739, -2.9578, 2.5987], [3.3696, -3.5547, 3.0944], [-1.3240, -5.7765, -0.8642], [-0.9031, -4.7426, -0.8696], [-0.1638, -0.8854, -1.4098], [-0.1862, 0.3898, -1.2529], [-0.4727, 1.2807, -2.3567], [-0.0506, 2.6180, -2.2905], [-0.3016, 3.4632, -3.3549], [-0.9718, 2.9885, -4.4759], [-1.3965, 1.6622, -4.5493], [-1.1418, 0.8089, -3.5000], [0.0834, 0.8784, 0.1145], [1.2116, 0.4466, 0.8147], [1.4398, 0.9065, 2.1002], [0.5237, 1.7612, 2.7052], [-0.6057, 2.1813, 2.0130], [-0.8240, 1.7559, 0.7122], [0.4897, 2.9851, -1.4289], [0.0287, 4.4917, -3.3141], [-1.1687, 3.6606, -5.3007], [-1.9298, 1.3075, -5.4199], [-1.4924, -0.2150, -3.5303], [1.9403, -0.1889, 0.3247], [2.3462, 0.6222, 2.6198], [0.6994, 2.1205, 3.7106], [-1.3118, 2.8549, 2.4792], [-1.7007, 2.0931, 0.1737]],
  "forces_ev_per_angstrom": [[-0.0643, 0.4809, -0.5014], [0.0193, 0.0612, 0.0356], [0.3010, -0.0621, 0.1519], [-0.3933, 0.0353, 0.2292], [0.1113, -0.0858, -0.1112], [-0.1184, -0.0056, -0.0007], [-0.0641, -0.0690, -0.0232], [-0.0059, -0.0237, 0.0298], [0.0860, -0.1179, -0.1471], [-0.0011, 0.0390, 0.0716], [-0.0971, 0.0447, -0.0044], [0.0561, -0.0135, 0.0140], [0.0246, -0.0232, 0.0027], [-0.0367, -0.0068, 0.1119], [0.0487, -0.3171, 0.3496], [0.0305, -0.2592, -0.2562], [-0.0050, 0.1726, -0.0492], [-0.0402, 0.0164, -0.0876], [0.0315, -0.0185, 0.0611], [-0.0201, -0.0034, -0.0336], [0.0283, 0.0321, 0.0167], [-0.0001, -0.0704, 0.0879], [-0.0328, 0.1438, 0.2528], [0.0824, 0.0175, -0.1426], [-0.0111, 0.0821, 0.0131], [0.0512, -0.0105, -0.0284], [-0.0230, -0.0046, -0.0645], [0.0213, 0.0349, 0.0682], [0.0009, -0.0407, 0.0299], [-0.0045, 0.0017, -0.0111], [-0.0096, -0.0154, -0.0083], [0.0030, 0.0153, -0.0104], [0.0015, 0.0056, -0.0228], [-0.0160, -0.0115, -0.0153], [0.0065, 0.0081, 0.0192], [0.0151, -0.0037, 0.0022], [0.0071, -0.0019, 0.0140], [0.0171, -0.0267, -0.0436]]
}

---

Entry 5:
{
  "formula": "C4H6O2S",
  "method": "wB97M-V/def2-TZVPD",
  "lumo_energy_ev": 0.608,
  "fmax_ev_per_a": 4.07,
  "e_tot_ha": -704.5907,
  "total_charge": 0,
  "homo_energy_ev": -8.69,
  "smiles": "O=C=CCCSO",
  "orbital_gap_ha": 0.3415,
  "relative_energy_kcal_mol": 55.7,
  "symbols": ["O", "C", "C", "C", "C", "S", "O", "H", "H", "H", "H", "H", "H"],
  "xyz": [[-3.6417, 0.9002, 0.3105], [-2.7845, 0.1958, -0.1109], [-1.8339, -0.5451, -0.5510], [-0.5954, -0.6440, 0.2326], [0.6308, 0.0587, -0.4433], [0.4017, 1.8484, -0.7074], [-0.0281, 2.3276, 0.8510], [-1.8435, -1.0789, -1.5637], [-0.7971, -0.3035, 1.3142], [-0.3433, -1.6517, 0.5212], [1.4155, -0.0010, 0.3181], [0.9940, 0.0636, -1.4799], [0.5623, 3.0017, 1.1253]],
  "forces_ev_per_angstrom": [[1.7768, -1.5449, -0.8214], [-3.1793, 2.3885, 0.8765], [0.6962, -2.0205, -2.3714], [0.7642, 0.4827, 1.2038], [-0.2551, 2.1274, 1.9268], [-0.5730, 0.0829, 1.0129], [-1.0002, -0.9188, -0.7688], [-0.4864, 1.0645, 1.6183], [0.6514, 0.5638, -1.7095], [0.2595, -0.8158, -0.7102], [0.4760, -0.2790, -0.7011], [-0.1773, -2.0813, 0.0056], [1.0474, 0.9505, 0.4385]]
}